The following is a DFT calculation (ωB97M-V/def2-TZVPD) of 2 unconnected molecules or ions with the total composition C4H5N4.

As for the HOMO-LUMO gap (alpha / beta): 8.7882 / 8.5479 eV. Its total energy is -10175.7600 eV. Its energy relative to the best compared isomer or geometry (same formula, charge and spin) is 5.4719 eV. Its highest occupied orbital energy (alpha / beta) is -14.64 / -15.23 eV. Its total charge is +1.

Each line ends with the Mulliken charge.
CARTESIAN COORDINATES (ANGSTROEM)
1 C 2.660 0.194 -0.074  0.39
2 C -1.815 0.949 -0.374  -0.34
3 C -0.944 -0.117 -0.604  -0.12
4 C 1.393 -0.397 -0.270  -0.30
5 N 3.574 0.880 -0.094  -0.26
6 N -1.106 1.973 0.057  -0.52
7 N 0.097 1.615 0.119  0.15
8 N 0.264 0.381 -0.208  0.43
9 H -2.898 1.110 -0.210  0.40
10 H -0.896 -1.051 -1.047  0.39
11 H 1.346 -1.122 -1.052  0.18
12 H 1.538 -1.353 1.523  0.25
13 H 0.990 2.233 0.416  0.34